# 1
This record from OMol25 describes one molecule with the formula C4H8O2. The level of theory is ωB97M-V with the def2-TZVPD basis set.

Values from the calculation:
relative energy (zero: lowest compared OMol25 entry of this formula, charge and spin): 335.6 kJ/mol
SMILES: CC(=O)CCO

Element x y z (Å)
1 C 1.91506 0.34944 -0.42316
2 C 0.83338 -0.52756 0.37316
3 O 0.83131 0.29455 1.27850
4 C -0.56925 -1.07558 -0.07424
5 C -1.63943 -0.01650 0.27997
6 O -1.34803 1.23725 -0.29814
7 H 2.92004 0.06298 -0.12119
8 H 1.61912 0.12920 -1.42075
9 H 1.82286 1.46496 -0.29311
10 H -0.55482 -1.22758 -1.15661
11 H -0.85184 -2.03976 0.36763
12 H -1.73718 0.07038 1.37008
13 H -2.61719 -0.32247 -0.11162
14 H -0.62403 1.60068 0.22948

# 2
This record from OMol25 describes C9H4Cl2LuN2O3Sc as an isolated structure. The level of theory is ωB97M-V with the def2-TZVPD basis set.

Values from the calculation:
relative energy (zero: lowest compared OMol25 entry of this formula, charge and spin): 0.0 kJ/mol
total charge: +4

Element x y z (Å)
1 Lu -1.08376 -0.13320 -4.18378
2 Sc 0.30088 0.21128 -1.05399
3 Cl -1.06211 -1.66000 -2.19343
4 Cl -0.87620 1.82615 -2.36205
5 C 1.42066 1.96857 -0.30276
6 C 0.18484 -1.77493 -5.17365
7 C 0.29200 1.13720 -5.65854
8 O 1.87991 2.94123 0.16763
9 O 0.57786 -2.71944 -5.75260
10 O 0.73102 1.79296 -6.49916
11 N 0.03544 0.25115 6.14889
12 C -0.06906 0.01478 5.00599
13 C -0.17089 -0.22261 3.58266
14 C 0.97791 -0.56778 2.86115
15 C 0.89433 -0.66868 1.47793
16 N -0.30261 -0.43928 0.83651
17 C -1.43117 -0.20502 1.54476
18 C -1.39240 -0.11298 2.91757
19 H 1.94042 -0.72117 3.37166
20 H 1.77480 -0.89478 0.84823
21 H -2.32058 -0.09769 0.94037
22 H -2.30132 0.07424 3.47662

no.,strongest force on any atom (eV/A),E (eV)
1,5.233,-8369.8035
2,9.530,-97840.4210